1.
The following is a DFT calculation (ωB97M-V/def2-TZVPD) of a structure of composition C2H3BrO2 at a distorted geometry.

Calculated values
relative energy (zero: lowest compared OMol25 entry of this formula, charge and spin)	568.81	kJ/mol
orbital gap	8.772	eV
total energy	-76254.3822	eV
largest force on an atom	6.1	eV/A
LUMO	-1.33	eV

Last column: Mulliken charge in e.
Geometry (Å):
C: -0.491 0.728 0.194  -0.6671
C: 0.238 -0.369 0.321  0.4161
O: 0.789 -2.409 -0.349  -0.2194
O: 0.119 -1.645 0.636  -0.1352
Br: 2.676 0.136 -0.067  -0.3428
H: -0.130 1.632 -0.080  0.2934
H: -1.474 0.823 0.406  0.3468
H: 1.675 -2.236 -0.395  0.3082

Forces on atoms 1 to 2 (eV/Å):
C 2.3 -3.1 0.4
C 1.5 1.1 -0.7

=====

2.
The following is a DFT calculation (ωB97M-V/def2-TZVPD) of the molecule C2H3BrO2 at a distorted geometry.

Calculated values
relative energy (zero: lowest compared OMol25 entry of this formula, charge and spin)	458.04	kJ/mol
orbital gap	10.393	eV
structure (SMILES)	BrCC1OO1
total energy	-76255.5302	eV
largest force on an atom	6.0	eV/A
LUMO	-0.31	eV

Last column: Mulliken charge in e.
Geometry (Å):
Br: -2.516 0.302 0.127  -0.1698
C: -0.414 0.556 -0.383  -0.6770
C: 0.396 -0.436 0.358  0.2993
O: 1.052 -1.404 -0.190  -0.2552
O: 1.777 -0.317 0.273  -0.2785
H: -0.126 0.392 -1.487  0.3271
H: -0.295 1.535 -0.078  0.3721
H: 0.127 -0.628 1.380  0.3820

Forces on atoms 1 to 2 (eV/Å):
Br 2.5 0.1 -0.9
C -1.4 -2.5 -2.3